Below is a 10-piece molecular cluster, H20O10 overall in a non-equilibrium geometry, with properties calculated with ωB97M-V/def2-TZVPD.

Geometry as XYZ:
```
30
Properties=species:S:1:pos:R:3:lowdin_charge:R:1
O 5.37669 11.46815 16.21556 -0.089
H 6.03581 10.76158 16.01916 0.047
H 5.08028 11.39339 17.12674 -0.051
O 1.41473 12.29280 21.43542 -0.033
H 0.91195 13.07986 21.46078 0.031
H 1.26438 11.88361 22.29848 0.074
O 4.94087 15.22825 17.43265 -0.070
H 5.02909 16.04519 16.94712 0.025
H 4.21375 15.22400 18.08612 -0.023
O -0.88906 12.08142 19.38691 -0.036
H -1.05405 11.84973 20.29929 0.024
H 0.04157 12.17072 19.30213 -0.054
O 0.78293 14.44655 16.66295 -0.044
H 0.71432 15.24879 17.17432 0.011
H 1.06342 13.84821 17.36345 -0.023
O 1.74583 10.00944 19.75676 -0.077
H 1.61172 10.70237 20.41349 -0.020
H 1.52249 10.45165 18.93717 -0.043
O 1.05429 10.21370 17.15138 -0.031
H 1.24218 9.29918 17.04380 0.040
H 1.59566 10.78526 16.57414 0.075
O 4.39681 11.18503 18.65704 -0.027
H 4.78795 11.86215 19.24660 0.098
H 4.74387 10.38341 19.01739 0.067
O 2.85325 15.15516 19.20799 -0.029
H 3.25231 15.41796 20.07986 0.121
H 2.32510 15.90662 19.02119 0.058
O 1.78158 12.70396 18.55779 -0.068
H 2.61686 12.18348 18.56500 0.050
H 2.21570 13.50038 18.84289 -0.003
```

- electronic energy (Eh) = -764.35844
- ΔE to the lowest compared entry with this formula, charge and spin (kJ/mol) = 324.2
- SMILES = O.O.O.O.O.O.O.O.O.O